A 3-piece molecular cluster, C12H30O6 overall. Source: the OMol25 dataset; level of theory: ωB97M-V/def2-TZVPD.

Last column: Mulliken charge in e.
Atoms and positions in Å:
C -5.63131 0.32641 -0.09929  -0.747
O -5.05295 1.44088 0.50356  -0.329
C -5.57132 1.80385 1.76738  -0.496
C -4.97281 1.05232 2.93678  -0.467
O -3.62080 1.37839 3.28733  -0.417
C -2.67055 1.27112 2.26216  -0.585
H -6.73117 0.32273 -0.05168  0.319
H -5.22881 -0.59677 0.34019  0.285
H -5.44804 0.27241 -1.17568  0.262
H -6.64633 1.56789 1.78984  0.416
H -5.44861 2.88101 1.87368  0.304
H -4.96922 -0.03020 2.78052  0.312
H -5.57085 1.31315 3.80953  0.303
H -2.50449 0.25679 1.87113  0.245
H -1.69635 1.53334 2.68057  0.296
H -2.87504 1.93012 1.41949  0.276
C -0.57795 0.12925 -1.99518  -0.862
O 0.05924 -0.23235 -0.79450  -0.247
C 0.50562 0.89636 -0.08722  -0.215
C 1.26899 0.48074 1.16429  -0.383
O 0.54342 -0.26767 2.10373  -0.360
C 0.04542 -1.51803 1.69329  -0.565
H -0.87139 -0.77885 -2.51653  0.296
H 0.11833 0.67003 -2.65515  0.342
H -1.42711 0.80532 -1.84543  0.259
H -0.32841 1.59280 0.09085  0.292
H 1.20765 1.49318 -0.69887  0.371
H 1.65357 1.32428 1.73270  0.369
H 2.14467 -0.05135 0.76043  0.025
H 0.69945 -1.99970 0.96271  0.249
H -0.96347 -1.49169 1.28485  0.173
H 0.05545 -2.16949 2.56858  0.269
C 6.22395 -1.36337 -0.03750  -0.750
O 5.77153 -1.25101 -1.36329  -0.370
C 4.70373 -0.32956 -1.46663  0.300
C 4.31533 -0.26695 -2.93855  -0.718
O 3.75001 -1.46275 -3.43965  -0.426
C 2.50110 -1.75613 -2.84961  -0.529
H 5.40078 -1.71683 0.59942  0.291
H 6.51389 -0.41458 0.43927  0.305
H 7.08720 -2.01836 0.00959  0.267
H 5.08073 0.66949 -1.21242  0.464
H 3.85373 -0.59887 -0.83563  -0.288
H 5.15442 -0.06023 -3.60118  0.357
H 3.62013 0.57175 -3.10070  0.369
H 1.95636 -0.86998 -2.51854  0.155
H 2.66285 -2.35136 -1.94021  0.254
H 1.90944 -2.38751 -3.50844  0.329

Output
HOMO, eV: -9.39
Energy above the lowest of the compared OMol25 structures with the same formula, charge and spin, kJ/mol: 182.8
Orbital gap, eV: 10.1
Total energy, a.u.: -926.49748
Structure (SMILES): COCCOC.COCCOC.COCCOC
Strongest force on any atom, eV/A: 1.5
E_LUMO, eV: 0.71
Multiplicity: 1



C12H32Br2InN12O5S as an isolated structure. Source: the OMol25 dataset; level of theory: ωB97M-V/def2-TZVPD.

Last column: Mulliken charge in e.
Atoms and positions in Å:
C -3.86375 -0.24513 -6.03049  -1.370
C -2.56356 -0.50949 -5.31901  0.607
Br -2.01238 -2.35222 -5.37571  -0.220
C -1.81508 0.35448 -4.69246  -0.403
Br -2.47792 2.19933 -4.74917  -0.270
In 0.11228 -0.00101 -3.57740  0.883
C -0.35142 0.18652 -1.39728  -0.737
C -1.52140 1.16851 -1.14152  -0.427
C -2.39515 0.79740 0.07705  -0.859
N -2.85825 -0.58421 0.10399  -0.503
N 0.97967 -1.98654 -3.82354  -0.434
C 0.60150 -2.78448 -3.04243  0.186
S -0.14753 -4.03193 -2.30791  -0.421
H -3.89023 0.72209 -6.51057  0.411
H -4.04123 -1.03579 -6.75043  0.368
H -4.65673 -0.30155 -5.28698  0.294
H 1.28990 1.25289 -3.99992  -0.362
H 0.53342 0.61650 -0.93000  0.304
H -0.53943 -0.78075 -0.93600  0.308
H -2.19721 1.09508 -1.99273  0.116
H -1.13213 2.17594 -1.04358  0.398
H -3.29705 1.41031 -0.03173  0.331
H -1.93776 1.09459 1.01928  0.340
H -3.16673 -0.89314 -0.80548  0.167
H -2.14564 -1.19164 0.47598  0.219
C -5.87661 -1.88861 2.13640  0.479
O -5.98694 -2.59054 1.14259  -0.687
N -6.57805 -2.12984 3.28950  -0.319
N -5.05416 -0.80374 2.19732  -0.236
H -6.49196 -1.55647 4.11212  0.287
H -7.19798 -2.91604 3.29345  0.182
H -4.50053 -0.57350 1.37292  0.308
H -4.97346 -0.23135 3.01625  0.130
C 3.89231 1.52120 -1.33607  0.568
O 2.72587 1.79132 -1.54388  -0.568
N 4.83429 2.44407 -0.98302  -0.319
N 4.38041 0.23891 -1.43869  -0.344
H 5.80289 2.20588 -0.80966  0.256
H 4.53239 3.39504 -0.89729  0.178
H 3.73574 -0.48526 -1.70621  0.191
H 5.34067 0.00180 -1.27365  0.139
C -6.59598 1.14199 5.84528  0.623
O -6.55644 0.04994 5.30571  -0.696
N -5.47635 1.76522 6.31765  -0.384
N -7.76363 1.82825 6.01763  -0.400
H -5.48516 2.66264 6.76184  0.164
H -4.60286 1.28594 6.20376  0.217
H -8.60224 1.39636 5.67763  0.217
H -7.82077 2.72671 6.45595  0.161
C 8.78710 1.71273 -0.64131  0.618
O 7.63905 2.04990 -0.88374  -0.700
N 9.74515 2.61089 -0.26807  -0.415
N 9.20077 0.41663 -0.72495  -0.356
H 10.69283 2.35954 -0.06485  0.157
H 9.46931 3.57223 -0.19883  0.217
H 8.51890 -0.26763 -0.99703  0.205
H 10.13690 0.11889 -0.53083  0.166
C 4.48335 -2.69688 1.25872  0.599
O 5.15836 -3.07962 0.31709  -0.658
N 3.98051 -1.43327 1.33383  -0.299
N 4.18099 -3.51105 2.31948  -0.387
H 3.43028 -1.09602 2.09955  0.163
H 4.17989 -0.81762 0.56336  0.231
H 4.53421 -4.44807 2.29191  0.224
H 3.62715 -3.22085 3.10130  0.159

Output
HOMO, eV: -4.62
Orbital gap, eV: 6.3
Total charge: -1
Total energy, a.u.: -7246.28908
Strongest force on any atom, eV/A: 1.6
E_LUMO, eV: 1.70
Multiplicity: 1



A 5-piece molecular cluster, C12H32FO4 overall. Source: the OMol25 dataset; level of theory: ωB97M-V/def2-TZVPD.

Last column: Mulliken charge in e.
Atoms and positions in Å:
F 1.06596 0.91471 0.89468  -1.003
C 2.57092 -3.35403 -1.26431  -1.561
C 2.00549 -1.94057 -1.11955  0.630
C 0.61944 -1.86009 -1.76273  -0.598
O 1.90158 -1.67651 0.26311  -0.528
H 1.94305 -4.06328 -0.72404  0.340
H 3.48633 -3.37797 -0.65831  0.393
H 2.85054 -3.59086 -2.28755  0.369
H 2.71060 -1.19769 -1.51133  0.212
H 0.23590 -0.84617 -1.61984  -0.285
H -0.10127 -2.57427 -1.36911  0.327
H 0.69054 -2.00676 -2.84740  0.387
H 1.72502 -0.72754 0.42731  0.338
C -1.19817 -1.98613 2.81904  -1.150
C -0.63591 -0.79772 3.60409  0.961
C -0.76412 -1.00601 5.10919  -1.445
O 0.68278 -0.50746 3.22454  -0.560
H -0.88369 -2.01760 1.77690  0.087
H -2.28668 -2.02295 2.91444  0.296
H -0.81733 -2.91324 3.26198  0.457
H -1.24163 0.09169 3.38806  0.138
H -0.69925 -2.05627 5.41045  0.315
H -1.71089 -0.62984 5.49906  0.340
H 0.03890 -0.49668 5.64544  0.353
H 0.68082 -0.13137 2.31861  0.216
C 0.90051 2.06272 -2.48888  -0.920
C 1.95730 3.04569 -1.97736  0.748
C 1.87869 4.41734 -2.61245  -1.458
O 1.81159 3.19294 -0.58421  -0.564
H 1.03455 1.04627 -2.11594  -0.111
H 0.85314 1.93800 -3.57855  0.479
H -0.09119 2.43960 -2.21747  0.315
H 2.89720 2.51894 -2.19455  0.143
H 1.79525 4.33947 -3.69994  0.350
H 2.84807 4.89641 -2.44808  0.376
H 1.07905 5.04289 -2.22651  0.334
H 1.49681 2.36162 -0.17466  0.300
C -3.42726 0.01007 0.61737  -1.538
C -2.23255 0.19533 -0.30732  1.750
C -2.62585 0.40319 -1.76938  -1.501
O -1.46598 1.30143 0.13462  -0.601
H -4.02678 0.92442 0.67687  0.391
H -3.08285 -0.16536 1.63712  0.231
H -4.08519 -0.81440 0.33491  0.333
H -1.61232 -0.70097 -0.18049  -0.438
H -1.79747 0.63211 -2.43490  0.244
H -3.40566 1.16672 -1.77699  0.371
H -3.05655 -0.52818 -2.16126  0.370
H -0.51143 1.04834 0.15529  0.368

Output
HOMO, eV: -6.21
Energy above the lowest of the compared OMol25 structures with the same formula, charge and spin, kJ/mol: 0.0
Orbital gap, eV: 9.5
Total charge: -1
Total energy, a.u.: -877.31413
Strongest force on any atom, eV/A: 1.7
E_LUMO, eV: 3.27
Multiplicity: 1



C12H32LiO16PS4 as an isolated structure. Source: the OMol25 dataset; level of theory: ωB97M-V/def2-TZVPD.

Last column: Mulliken charge in e.
Atoms and positions in Å:
Li -1.60426 -4.84825 -6.50147  0.496
P -2.01844 -1.67066 -4.42512  0.661
O -1.36064 -3.05817 -4.04100  -0.746
O -1.20223 -0.35516 -4.20712  -0.785
O -3.35251 -1.34780 -3.70620  -0.700
O -2.43690 -1.91675 -5.88601  -0.667
O -2.12097 -4.64051 -12.95276  -0.599
S -0.97708 -4.27045 -12.13075  0.997
O -0.66425 -4.85394 -10.84312  -0.487
O 0.31314 -4.47546 -13.03940  -0.144
C 0.51978 -5.83048 -13.43759  -0.379
C 1.87900 -5.93429 -14.06455  -1.268
C -0.69481 -2.40967 -12.01453  -0.964
H -0.22189 -6.17814 -14.15673  0.310
H 0.38811 -6.58075 -12.65794  0.390
H 1.95257 -6.89060 -14.58241  0.376
H 2.68721 -5.82775 -13.34099  0.314
H 2.09936 -5.13146 -14.76811  0.329
H -0.96532 -1.87837 -12.92703  0.316
H 0.34276 -2.26396 -11.71398  0.325
H -1.37828 -2.25918 -11.17888  0.413
O -6.06774 -6.31816 -6.11594  -0.527
S -7.43287 -6.00647 -5.80053  1.067
O -7.99825 -4.72666 -6.19815  -0.557
O -8.35849 -7.27387 -6.33199  -0.311
C -9.72787 -7.18524 -6.12172  -0.168
C -10.52280 -6.35710 -7.10186  -1.115
C -7.66987 -6.14573 -3.91905  -0.989
H -9.95806 -6.75931 -5.14515  0.146
H -10.14346 -8.19060 -6.05347  0.353
H -10.34172 -5.28863 -6.98483  0.297
H -11.60518 -6.42098 -6.99026  0.385
H -10.42497 -6.64992 -8.14723  0.291
H -6.95021 -5.41671 -3.54661  0.429
H -7.44573 -7.14059 -3.53415  0.319
H -8.70214 -5.86383 -3.71161  0.324
O 2.03998 -9.28902 -2.85704  -0.565
S 0.67794 -9.57473 -3.34516  0.978
O 0.24098 -9.05265 -4.64645  -0.551
O 0.41606 -11.21510 -3.37011  -0.237
C 1.32888 -12.00928 -2.61479  -0.214
C 1.06468 -13.54312 -2.73328  -1.207
C -0.50454 -9.11692 -1.95687  -0.882
H 1.23915 -11.63567 -1.59476  0.286
H 2.34703 -11.73388 -2.88978  0.304
H 1.94616 -14.14378 -2.50905  0.386
H 0.98459 -13.81695 -3.78527  0.333
H 0.21936 -13.88267 -2.13475  0.297
H -0.21134 -9.91289 -1.27235  0.287
H -1.49286 -9.10455 -2.41642  0.339
H -0.16489 -8.13374 -1.63114  0.383
O 6.43548 -3.53668 -5.63987  -0.598
S 5.71691 -4.11623 -6.80937  1.124
O 5.84605 -3.66352 -8.16886  -0.595
O 5.99073 -5.76031 -6.79213  -0.249
C 5.47099 -6.60530 -7.85895  -0.209
C 5.92183 -7.98360 -7.33277  -1.303
C 3.93046 -4.22627 -6.31983  -0.945
H 5.87369 -6.39991 -8.85078  0.257
H 4.38239 -6.56383 -7.89541  0.346
H 5.37569 -8.36443 -6.46976  0.293
H 7.00373 -7.98069 -7.20015  0.328
H 5.87707 -8.78117 -8.07438  0.436
H 3.53114 -3.21251 -6.28917  0.412
H 3.81505 -4.64173 -5.31875  0.311
H 3.56970 -4.75070 -7.20466  0.321

Output
HOMO, eV: 1.67
Energy above the lowest of the compared OMol25 structures with the same formula, charge and spin, kJ/mol: 772.8
Orbital gap, eV: 1.5
Total charge: -2
Total energy, a.u.: -3621.69647
Strongest force on any atom, eV/A: 3.7
E_LUMO, eV: 3.17
Multiplicity: 1